a:
One molecule with the formula CH4NOP, computed with ωB97M-V with the def2-TZVPD basis set.

- Structure (SMILES): C=NOP
- Frontier orbital gap: 10.49 eV

The geometry in ORCA input format:
```
! wB97M-V def2-TZVPD RIJCOSX def2/J DEFGRID3
* xyz 0 1
C 1.786 0.232 0.169
N 0.692 0.802 0.165
O -0.338 -0.170 0.200
P -1.996 0.109 0.261
H 2.509 1.028 0.104
H 1.826 -0.833 0.037
H -2.175 -1.308 0.180
H -2.303 0.140 -1.116
*
```


b:
A 2-piece molecular cluster, CH4NOP overall, computed with ωB97M-V with the def2-TZVPD basis set.

- Structure (SMILES): C#[N+][O-].P
- Frontier orbital gap: 10.55 eV

The geometry in ORCA input format:
```
! wB97M-V def2-TZVPD RIJCOSX def2/J DEFGRID3
* xyz 0 1
C -2.614 -0.119 2.579
N -2.440 0.355 1.522
O -2.168 0.751 0.455
H -3.011 -0.380 3.539
P 1.437 -0.695 -0.798
H 1.161 -0.720 -2.119
H 0.264 -0.108 -0.526
H 2.154 0.482 -0.723
*
```


Least stable = b


a:
A 2-piece molecular cluster, C4H12N2O2 overall, computed with ωB97M-V with the def2-TZVPD basis set.

- Structure (SMILES): CCC(=O)NCN.O
- Frontier orbital gap: 10.21 eV

The geometry in ORCA input format:
```
! wB97M-V def2-TZVPD RIJCOSX def2/J DEFGRID3
* xyz 0 1
C 0.384 1.950 1.600
C 1.386 0.997 0.964
C 0.861 -0.414 1.007
O 0.734 -0.990 2.069
N 0.501 -1.057 -0.151
C 0.645 -0.628 -1.560
N -0.601 -0.491 -2.260
H 0.498 1.972 2.681
H 0.461 2.998 1.291
H -0.651 1.633 1.445
H 1.704 1.294 -0.026
H 2.283 0.969 1.571
H 0.244 -2.006 0.077
H 1.109 0.341 -1.508
H 1.222 -1.406 -2.061
H -1.177 -1.308 -2.325
H -1.061 0.392 -2.142
O -2.954 -1.672 -0.504
H -2.101 -1.229 -0.401
H -3.487 -1.344 0.234
*
```


b:
A 3-piece molecular cluster, C4H12N2O2 overall, computed with ωB97M-V with the def2-TZVPD basis set.

- Frontier orbital gap: 7.66 eV

The geometry in ORCA input format:
```
! wB97M-V def2-TZVPD RIJCOSX def2/J DEFGRID3
* xyz 0 1
C -0.267 0.379 0.361
C -0.144 -0.494 -0.739
C -2.168 -0.574 -0.007
C 2.629 -0.637 -0.625
N 0.138 0.034 1.629
N -0.508 1.722 0.141
O 1.621 0.059 -1.263
O -2.971 0.467 -0.444
H -2.660 1.271 0.007
H 0.563 0.771 2.171
H 0.654 -0.831 1.692
H -0.494 2.332 0.946
H -0.161 2.046 -0.754
H 0.116 -1.530 -0.569
H -0.537 -0.189 -1.695
H -2.277 -0.810 1.056
H -2.380 -1.453 -0.612
H 2.848 -0.267 0.403
H 2.417 -1.725 -0.525
H 3.583 -0.571 -1.174
*
```


c:
A 2-piece molecular cluster, C4H12N2O2 overall, computed with ωB97M-V with the def2-TZVPD basis set.

- Structure (SMILES): CN(C)C(=O)CN.O
- Frontier orbital gap: 9.99 eV

The geometry in ORCA input format:
```
! wB97M-V def2-TZVPD RIJCOSX def2/J DEFGRID3
* xyz 0 1
C -0.399 1.940 -1.244
N -0.820 0.665 -0.594
C -2.142 0.070 -0.886
C -0.038 0.301 0.474
O 0.808 1.102 0.875
C -0.425 -1.001 1.252
N 0.869 -1.461 1.648
H 0.567 1.832 -1.737
H -0.238 2.790 -0.488
H -1.167 2.191 -2.040
H -1.934 -0.786 -1.670
H -2.635 -0.172 0.107
H -2.850 0.693 -1.298
H -1.013 -1.773 0.704
H -1.081 -0.663 2.149
H 1.377 -0.908 2.221
H 0.755 -2.421 2.047
O 2.027 -1.186 -1.289
H 1.671 -1.934 -0.723
H 1.555 -0.468 -0.919
*
```


d:
A 2-piece molecular cluster, C4H12N2O2 overall, computed with ωB97M-V with the def2-TZVPD basis set.

- Structure (SMILES): CN(C)C(=O)CN.O
- Frontier orbital gap: 10.08 eV

The geometry in ORCA input format:
```
! wB97M-V def2-TZVPD RIJCOSX def2/J DEFGRID3
* xyz 0 1
C 1.501 0.926 1.329
N 0.929 0.642 -0.009
C 1.495 -0.572 -0.588
C -0.487 0.756 -0.010
O -1.083 0.937 1.037
C -1.294 0.833 -1.297
N -1.213 -0.429 -2.038
H 2.525 1.211 1.096
H 1.668 -0.046 1.834
H 0.877 1.571 1.930
H 0.804 -1.186 -1.176
H 2.480 -0.338 -1.009
H 1.693 -1.303 0.213
H -1.076 1.691 -1.931
H -2.300 0.911 -0.858
H -2.094 -0.864 -2.259
H -0.641 -0.385 -2.866
O -1.304 -1.724 2.489
H -1.116 -1.880 1.574
H -1.363 -0.748 2.540
*
```


Least stable = b


a:
C4H12N2O2 as an isolated structure, computed with ωB97M-V with the def2-TZVPD basis set.

- Frontier orbital gap: 7.58 eV

The geometry in ORCA input format:
```
! wB97M-V def2-TZVPD RIJCOSX def2/J DEFGRID3
* xyz 0 1
C 2.029 -0.102 -0.327
C 1.486 -1.397 -0.899
O 1.417 -0.111 1.170
O 1.663 1.018 -0.920
H 1.905 0.580 1.637
H 0.521 1.352 -0.719
H 3.111 -0.136 -0.138
H 0.414 -1.297 -1.092
H 1.645 -2.217 -0.196
H 2.000 -1.608 -1.837
N -0.757 1.692 -0.209
N -0.950 0.861 0.966
C -2.020 0.386 0.126
C -2.180 -0.953 -0.099
H -1.397 2.491 -0.222
H 0.127 0.281 1.123
H -1.232 1.362 1.804
H -2.832 1.076 -0.155
H -3.184 -1.327 0.095
H -1.765 -1.952 -0.108
*
```


b:
A 3-piece molecular cluster, C4H12N2O2 overall, computed with ωB97M-V with the def2-TZVPD basis set.

- Frontier orbital gap (alpha / beta): 8.67 / 8.67 eV

The geometry in ORCA input format:
```
! wB97M-V def2-TZVPD RIJCOSX def2/J DEFGRID3
* xyz 0 1
C 1.372 0.608 0.462
C 2.652 -0.206 0.375
O 1.494 1.895 -0.076
H 1.610 1.807 -1.037
H 1.111 0.736 1.520
H -0.209 0.474 0.467
H 2.974 -0.315 -0.663
H 3.468 0.268 0.927
H 2.491 -1.209 0.775
C -1.564 -1.362 0.747
C -2.253 0.492 -0.693
N -1.226 -0.117 0.108
N 0.312 -0.368 -1.028
O 0.319 0.377 -1.946
H -0.717 -1.723 1.331
H -2.744 -0.250 -1.333
H -2.403 -1.238 1.443
H -1.849 -2.121 0.007
H -3.012 0.977 -0.069
H -1.823 1.275 -1.319
*
```


c:
One molecule with the formula C4H12N2O2, computed with ωB97M-V with the def2-TZVPD basis set.

- Structure (SMILES): OCNCCNCO
- Frontier orbital gap: 9.51 eV

The geometry in ORCA input format:
```
! wB97M-V def2-TZVPD RIJCOSX def2/J DEFGRID3
* xyz 0 1
O 2.591 0.572 -0.643
C 2.247 -0.735 -1.195
N 1.139 -1.323 -0.522
C -0.200 -1.079 -1.022
C -0.906 0.216 -0.424
N -1.454 -0.028 0.888
C -1.237 0.924 1.907
O -2.001 2.153 1.725
H 2.733 0.403 0.285
H 1.916 -0.508 -2.198
H 3.160 -1.314 -0.999
H 1.211 -1.908 0.284
H -0.203 -0.998 -2.107
H -0.805 -1.976 -0.861
H -0.112 0.981 -0.408
H -1.660 0.359 -1.198
H -2.428 -0.274 0.793
H -0.215 1.308 1.988
H -1.712 0.684 2.861
H -2.063 2.545 0.848
*
```


Least stable = a